(one)
Computed, not measured: a structure of composition C3H3AuO2, with ωB97M-V/def2-TZVPD.

As for the frontier orbital gap (alpha / beta): 0.3603 / 0.2461 Ha. As for the charge: +2. Its spin multiplicity is 3. Its HOMO energy (alpha / beta) is -21.5 / -20.9 eV.

Each line ends with the Mulliken spin population.
Cartesian coordinates (Å):
O1 1.150 0.511 0.059  0.13
C1 -1.259 -0.040 0.545  0.44
C2 0.547 1.612 -0.690  0.05
C3 -0.328 0.767 0.056  0.47
H1 -1.838 -1.346 0.148  -0.04
H2 0.620 1.497 -1.776  0.01
H3 0.843 2.589 -0.301  0.03
O2 -0.792 -1.337 0.738  0.39
Au1 1.057 -1.242 0.502  0.53

***

(two)
Computed, not measured: a structure of composition C3H3AuO2, with ωB97M-V/def2-TZVPD.

As for the frontier orbital gap (alpha / beta): 0.3090 / 0.2354 Ha. As for the charge: +2. Its spin multiplicity is 3. Its HOMO energy (alpha / beta) is -20.9 / -20.7 eV.

Each line ends with the Mulliken spin population.
Cartesian coordinates (Å):
C1 1.359 -0.176 -1.328  0.84
C2 0.117 0.238 -0.705  0.04
H1 1.539 -1.231 -1.031  0.06
H2 -0.431 -0.627 -1.183  0.02
H3 -0.343 1.183 -1.022  0.03
O1 1.072 -0.481 1.319  0.08
C3 0.077 0.017 0.812  -0.04
Au1 -2.484 0.546 1.679  0.67
O2 -0.906 0.532 1.459  0.30

***

Short version: (two), (one), most stable first.

***

(one)
Computed, not measured: the ion C9H13N2 with charge +1, with ωB97M-V/def2-TZVPD.

As for the frontier orbital gap: 0.3156 Ha. As for the charge: +1. Its HOMO energy is -11.9 eV.

Each line ends with the natural charge from an NBO analysis.
Cartesian coordinates (Å):
C1 -0.557 -2.475 1.640  -0.25
C2 -1.738 -2.564 0.917  -0.04
C3 0.090 -1.293 1.150  -0.23
C4 -0.691 -0.780 0.160  0.18
C5 1.350 -0.563 1.384  -0.19
C6 1.569 0.717 1.030  -0.24
C7 0.506 1.667 0.457  -0.52
C8 -0.070 0.989 -0.786  0.27
C9 -1.049 1.820 -1.635  -0.65
N1 -1.854 -1.476 0.049  -0.55
N2 1.089 0.356 -1.477  -0.74
H1 -0.095 -3.055 2.409  0.25
H2 -2.404 -3.368 1.097  0.24
H3 2.226 -0.898 1.873  0.24
H4 2.558 1.273 1.178  0.23
H5 -0.171 1.828 1.185  0.26
H6 1.009 2.569 0.279  0.22
H7 -1.810 2.053 -0.841  0.27
H8 -1.312 1.186 -2.432  0.22
H9 -0.351 2.701 -1.922  0.24
H10 -2.350 -1.358 -0.828  0.43
H11 0.849 -0.021 -2.455  0.45
H12 1.345 -0.259 -0.774  0.48
H13 1.860 0.950 -1.657  0.42

***

(two)
Computed, not measured: the ion C9H13N2 with charge +1, with ωB97M-V/def2-TZVPD.

As for the frontier orbital gap (alpha / beta): 0.1810 / 0.1808 Ha. As for the charge: +1. Its HOMO energy (alpha / beta) is -11.1 / -11.1 eV.

Each line ends with the natural charge from an NBO analysis.
Cartesian coordinates (Å):
C1 -1.247 2.838 -1.265  0.14
C2 -1.083 1.651 -0.611  0.06
C3 -2.453 2.263 -0.704  -0.38
C4 0.872 -1.261 -0.397  -0.37
C5 -0.660 -3.549 1.152  -0.08
C6 0.571 -3.061 1.447  -0.34
C7 1.183 -1.960 0.807  0.41
C8 -0.649 4.005 -1.840  -0.67
C9 2.386 -1.446 1.440  -0.72
N1 0.545 0.133 0.021  -0.11
N2 -0.498 0.525 -0.434  -0.11
H1 -2.866 2.728 0.140  0.20
H2 -3.204 1.683 -1.204  0.19
H3 1.770 -1.237 -0.854  0.25
H4 0.051 -1.649 -0.929  0.23
H5 -1.250 -3.207 0.355  0.20
H6 -1.120 -4.311 1.727  0.23
H7 1.119 -3.487 2.320  0.25
H8 -1.426 4.487 -2.457  0.25
H9 0.343 3.860 -2.296  0.25
H10 -0.392 4.497 -0.959  0.26
H11 3.196 -1.391 0.667  0.29
H12 2.630 -1.789 2.412  0.26
H13 2.181 -0.325 1.461  0.31

***

(three)
Computed, not measured: a cluster of 2 separate species, C9H13N2 in total, with ωB97M-V/def2-TZVPD.

As for the frontier orbital gap: 0.3407 Ha. As for the charge: +1. Its HOMO energy is -13.3 eV.

Each line ends with the natural charge from an NBO analysis.
Cartesian coordinates (Å):
C1 3.074 -0.253 0.269  -0.16
C2 2.485 -1.382 -0.236  -0.18
C3 2.329 0.911 0.283  -0.17
C4 1.117 -1.426 -0.493  -0.15
C5 1.000 0.906 0.094  0.00
C6 0.383 -0.272 -0.351  -0.16
C7 0.022 1.993 0.139  -0.26
C8 -0.946 0.060 -0.742  0.51
C9 -1.963 -0.818 -1.337  -0.69
N1 -2.081 -0.429 1.590  -1.09
N2 -1.096 1.327 -0.518  -0.46
H1 4.159 -0.140 0.324  0.24
H2 3.029 -2.274 -0.506  0.24
H3 2.718 1.983 0.458  0.23
H4 0.744 -2.301 -0.868  0.22
H5 -0.335 2.003 1.193  0.25
H6 0.272 3.034 -0.173  0.27
H7 -1.826 -0.823 -2.437  0.28
H8 -2.933 -0.568 -0.867  0.27
H9 -1.552 -1.824 -1.082  0.25
H10 -1.394 -0.910 2.288  0.38
H11 -2.764 -1.079 1.528  0.36
H12 -2.489 0.377 2.081  0.37
H13 -1.954 1.905 -0.636  0.44

***

Short version: (three), (one), (two), most stable first.

***

(one)
Computed, not measured: a cluster of 2 separate species, C5H7ClO in total, with ωB97M-V/def2-TZVPD.

As for the frontier orbital gap (alpha / beta): 0.2480 / 0.2479 Ha. Its HOMO energy (alpha / beta) is -8.2 / -8.2 eV.

Each line ends with the natural charge from an NBO analysis.
Cartesian coordinates (Å):
C1 1.171 -1.519 1.553  -0.03
C2 0.544 -0.938 0.695  -0.17
C3 -1.142 -1.035 -1.273  -0.68
C4 0.872 1.692 0.009  -0.33
C5 -0.058 -0.354 -0.453  0.63
O1 0.228 0.752 -0.883  -0.38
Cl1 -1.763 0.845 1.783  -0.81
H1 1.598 -1.895 2.477  0.26
H2 -0.901 -0.614 -2.334  0.25
H3 -2.033 -0.454 -0.962  0.31
H4 -1.178 -2.086 -1.114  0.24
H5 1.700 1.187 0.457  0.21
H6 0.027 1.855 0.771  0.29
H7 0.934 2.564 -0.726  0.22

***

(two)
Computed, not measured: an isolated molecule of C5H7ClO, with ωB97M-V/def2-TZVPD.

As for the frontier orbital gap: 0.3927 Ha. Its HOMO energy is -9.8 eV.

Each line ends with the natural charge from an NBO analysis.
Cartesian coordinates (Å):
C1 -2.554 -1.391 -0.081  -0.68
C2 -1.205 -0.822 -0.346  0.09
C3 -0.101 -0.340 -0.512  -0.11
C4 1.175 0.298 -0.296  0.24
C5 1.180 1.325 0.896  -0.61
O1 1.602 0.955 -1.466  -0.69
Cl1 2.371 -1.032 0.053  -0.08
H1 -2.691 -2.458 0.001  0.24
H2 -2.898 -0.816 0.719  0.24
H3 -3.036 -1.252 -0.995  0.24
H4 2.264 1.487 1.100  0.22
H5 0.726 2.278 0.777  0.23
H6 0.676 0.828 1.673  0.22
H7 2.492 0.940 -1.523  0.47

***

Short version: (two), (one), most stable first.

***

(one)
Computed, not measured: a cluster of 2 separate species, C5H7ClO in total, with ωB97M-V/def2-TZVPD.

As for the frontier orbital gap: 0.3662 Ha. Its HOMO energy is -9.9 eV.

Each line ends with the natural charge from an NBO analysis.
Cartesian coordinates (Å):
C1 0.364 -0.332 -0.985  0.02
C2 -1.086 -0.578 -0.771  -0.22
C3 -1.372 -0.109 0.442  -0.17
C4 -0.127 0.346 1.159  -0.48
C5 1.028 -0.188 0.436  -0.17
H1 0.445 1.877 -1.088  0.41
H2 0.894 -1.070 -1.632  0.21
H3 -1.791 -1.047 -1.499  0.24
H4 -2.434 -0.145 0.869  0.23
H5 -0.027 1.531 1.088  0.21
H6 0.022 0.176 2.207  0.25
H7 1.918 0.491 0.476  0.24
O1 0.558 0.807 -1.910  -0.67
Cl1 1.607 -1.758 1.209  -0.08

***

(two)
Computed, not measured: a cluster of 2 separate species, C5H7ClO in total, with ωB97M-V/def2-TZVPD.

As for the frontier orbital gap (alpha / beta): 0.3223 / 0.2617 Ha. Its HOMO energy (alpha / beta) is -8.1 / -7.9 eV.

Each line ends with the natural charge from an NBO analysis.
Cartesian coordinates (Å):
C1 -1.435 -1.935 -0.280  -0.33
C2 -1.328 -1.063 0.718  -0.29
C3 2.415 1.093 -0.909  -0.15
C4 1.618 1.445 0.193  0.07
C5 -1.765 0.281 0.734  -0.18
O1 2.722 0.712 0.417  -0.44
Cl1 -2.832 0.880 -0.498  -0.01
H1 -1.086 -2.858 -0.168  0.19
H2 -1.846 -1.765 -1.202  0.20
H3 -0.856 -1.196 1.760  0.22
H4 2.321 0.371 -1.626  0.18
H5 3.122 1.808 -1.321  0.17
H6 0.605 1.297 0.645  0.18
H7 -1.655 0.930 1.537  0.20

***

Short version: (one), (two), most stable first.

***

(one)
Computed, not measured: a cluster of 5 separate species, H8O3S2 in total, with ωB97M-V/def2-TZVPD.

As for the frontier orbital gap: 0.1519 Ha. Its HOMO energy is -9.5 eV.

Each line ends with the natural charge from an NBO analysis.
Cartesian coordinates (Å):
S1 -0.472 -0.225 1.945  -0.25
S2 0.369 -0.381 -1.603  -0.12
H1 -1.715 -0.001 1.495  0.13
H2 0.845 -0.475 -2.856  0.12
H3 1.350 -1.910 -0.003  0.47
H4 0.226 -2.298 0.810  0.46
O1 0.924 -2.719 0.300  -0.88
H5 0.251 2.099 -0.207  0.49
H6 0.835 1.253 0.908  0.48
O2 1.080 1.942 0.275  -0.87
H7 -1.081 1.136 -1.192  0.46
H8 -2.497 1.699 -1.317  0.48
O3 -1.679 1.803 -0.828  -0.97

***

(two)
Computed, not measured: a cluster of 4 separate species, H8O3S2 in total, with ωB97M-V/def2-TZVPD.

As for the frontier orbital gap: 0.3041 Ha. Its HOMO energy is -8.0 eV.

Each line ends with the natural charge from an NBO analysis.
Cartesian coordinates (Å):
S1 -2.029 -2.044 -0.215  -0.17
S2 -1.256 -0.294 -1.119  -0.13
H1 -0.894 -2.781 -0.463  0.16
H2 -2.012 0.678 -0.718  0.15
O1 1.425 -1.737 0.730  -0.94
H3 1.963 -2.500 0.485  0.47
H4 0.984 -1.964 1.550  0.47
O2 1.371 1.676 -1.316  -0.92
H5 1.649 2.442 -0.778  0.46
H6 0.736 2.082 -1.922  0.47
O3 -0.904 1.600 1.132  -0.98
H7 -0.956 0.806 1.675  0.49
H8 -0.076 2.037 0.960  0.49

***

Short version: (two), (one), most stable first.